141
Properties=species:S:1:pos:R:3:forces:R:3 method="wB97M-V/def2-TZVPD" homo_lumo_gap_ev=6.4 multiplicity=1 fmax_ev_per_a=4.9 homo_ev=-10.5 charge=+1
Br 2.972 1.615 -0.370 0.7 0.3 0.3
P 3.741 5.104 -0.663 3.5 -0.8 -3.3
O 3.474 1.297 -4.739 -0.9 -0.6 0.1
O -8.420 -3.337 4.628 0.1 0.3 0.1
O -17.745 -4.585 6.110 0.0 -0.3 0.3
O 4.184 -2.750 -12.382 -0.4 1.0 0.9
O -18.034 -6.404 8.109 0.7 0.9 -0.5
O 1.302 -0.556 -8.157 0.3 -0.9 -0.6
O 1.043 2.095 -2.074 -2.2 0.0 0.9
O -6.689 -2.672 2.517 0.8 -0.5 -0.4
O -2.090 -1.835 0.028 -0.2 0.3 -0.1
O 4.219 4.258 -1.863 -1.8 1.8 3.4
O 1.080 -3.167 -8.876 0.0 0.4 0.1
O 4.473 -0.159 -11.608 -0.1 -0.4 0.0
O -13.848 -4.948 9.675 0.0 0.3 -0.3
O -7.577 -0.820 3.987 -1.0 -0.7 1.0
O -13.595 -3.065 7.726 -3.0 -2.7 1.3
O 3.985 6.726 -1.103 -1.3 -2.5 0.9
O -12.177 -1.771 6.983 3.1 2.3 -1.7
O 0.028 0.700 -3.771 0.9 0.9 1.4
O -4.278 -0.503 -0.887 0.5 -0.7 0.9
O 4.737 4.841 0.716 -2.4 1.7 -2.1
O -4.487 -3.936 3.484 -0.5 1.0 -1.0
O -11.382 0.733 6.271 -0.1 -0.4 0.1
N 1.340 2.396 0.266 -0.5 -0.8 0.7
C 8.705 -0.033 -1.576 1.3 0.0 0.4
C -8.715 -1.008 4.709 1.0 0.8 -0.6
C -16.844 -4.640 6.929 0.2 0.6 -0.5
C -9.106 -2.413 5.029 -0.3 -0.7 0.3
C 3.862 -2.624 0.918 -1.2 0.3 -0.8
C 6.519 -1.558 -1.963 -0.2 -0.9 1.1
C 0.140 2.006 -3.200 -0.1 0.7 -2.0
C 0.873 -0.031 1.129 -0.9 -0.5 1.1
C 3.470 -2.262 -11.336 0.4 -1.0 -0.9
C -4.381 -1.343 0.177 -0.5 0.8 -0.8
C 1.317 0.109 -4.052 0.9 -0.9 -0.9
C -15.952 -5.726 8.955 0.4 0.1 0.1
C 1.567 3.780 0.809 1.4 1.6 0.8
C 2.619 -3.034 -10.655 -0.3 0.0 0.3
C -14.764 -4.870 8.876 -0.3 -0.6 0.5
C 0.311 2.305 -0.835 -1.0 1.0 -2.4
C -5.639 -2.452 1.938 -0.4 0.4 -0.5
C 5.616 -2.612 -1.114 -0.4 1.1 0.0
C 10.397 -0.328 0.492 1.7 -0.1 0.1
C 9.549 2.029 1.164 0.8 -0.5 -0.3
C -4.390 -3.118 2.405 0.5 -1.0 1.1
C 10.866 1.088 1.095 -1.6 0.0 -0.5
C -9.454 0.028 5.116 -0.3 0.1 0.2
C 7.816 -1.266 -1.073 -0.3 0.7 -0.6
C 2.039 -1.051 -9.190 -0.3 0.9 0.6
C 2.161 0.842 -5.203 0.8 -1.5 -0.4
C 2.891 -0.279 -9.866 0.2 0.1 -0.2
C -3.223 -2.919 1.788 0.3 0.3 -0.4
C 3.675 -0.829 -10.977 0.1 0.7 0.2
C -3.136 -2.030 0.627 0.4 -0.5 0.5
C -15.668 -3.767 6.863 -0.3 -0.1 -0.1
C 3.173 7.117 -2.241 -0.5 2.0 -1.3
C 2.299 -2.192 0.930 1.1 -0.5 0.1
C 4.013 7.475 -3.560 -1.1 -0.8 -0.2
C -10.677 -0.187 5.896 0.4 0.7 -0.3
C -14.694 -3.870 7.771 0.8 0.9 -0.3
C 2.029 -0.899 1.856 -0.6 0.1 -1.4
C 1.854 -2.490 -9.530 0.0 -0.8 -0.4
C 4.668 -1.723 -0.142 0.8 -0.7 0.1
C -16.926 -5.621 8.048 -0.7 -0.9 0.6
C 7.022 5.465 1.701 -0.1 0.8 -0.6
C 1.909 4.897 -0.279 -0.5 0.8 1.0
C -10.316 -2.626 5.829 0.3 -0.1 -0.2
C -11.052 -1.589 6.238 -0.9 -0.5 0.7
C 0.927 1.530 1.461 -1.0 -1.0 1.3
C -5.548 -1.544 0.792 -0.3 -0.2 0.3
C 5.810 5.830 0.687 2.7 0.6 0.6
C 10.235 -0.293 -1.110 -0.6 -0.3 0.6
H 2.029 -2.011 -0.171 0.2 0.0 1.6
H 2.639 8.090 -1.931 0.7 -1.6 -0.2
H 5.890 -0.613 -2.052 0.9 -1.0 -0.2
H 0.703 4.061 1.514 1.0 -0.5 -1.5
H 1.366 4.799 -1.271 0.8 -0.1 1.2
H -10.579 -3.648 6.068 0.0 0.0 0.0
H 4.723 -2.000 -12.702 0.0 -0.1 0.0
H 2.377 6.366 -2.548 1.1 0.7 0.6
H 0.769 -1.309 -7.836 0.0 0.1 -0.1
H -0.502 1.531 -0.664 1.4 0.6 0.1
H 8.650 1.341 1.305 1.1 1.2 0.2
H 8.387 0.971 -1.117 0.1 -1.6 -0.7
H 3.036 0.766 -9.627 0.0 0.0 0.0
H 8.717 0.102 -2.708 -0.3 -0.4 1.4
H 6.757 -1.976 -3.001 -0.1 0.7 1.5
H 0.791 -0.269 0.007 0.3 0.6 1.7
H -13.045 -3.336 8.485 0.0 0.1 -0.1
H 10.546 -1.323 -1.516 -0.4 1.6 0.5
H 2.396 0.033 -5.988 -0.7 1.3 0.9
H 9.417 2.530 0.148 0.1 -0.4 1.5
H -9.184 1.051 4.891 0.0 0.0 0.0
H 2.945 -0.218 1.915 -1.0 -1.2 0.1
H 11.599 1.571 0.371 -0.7 -0.7 1.2
H 7.976 5.814 1.159 -1.4 -0.7 0.9
H 0.559 2.713 -4.007 -0.3 -1.0 1.3
H 1.603 1.688 -5.716 0.8 -1.0 0.8
H 3.376 8.239 -4.141 1.2 -1.0 0.9
H 3.981 -1.100 -0.823 0.8 -1.0 1.1
H 9.685 2.781 2.008 -0.6 -0.8 -1.3
H 1.635 1.748 2.341 -0.8 -0.3 -1.6
H 4.940 -3.225 -1.800 0.9 0.7 0.9
H -6.459 -1.053 0.475 0.0 0.0 0.0
H 10.956 0.500 -1.494 -1.0 -1.0 0.3
H 6.282 5.817 -0.358 -1.0 0.2 1.4
H 2.463 -4.075 -10.904 0.0 0.0 0.0
H 2.000 0.004 -3.141 -1.1 0.4 -0.9
H -0.903 2.389 -2.958 1.2 -0.8 -0.1
H 11.254 -1.063 0.714 -1.3 0.9 -0.3
H 9.483 -0.725 1.042 1.1 0.6 -0.8
H 5.349 -0.997 0.409 -0.9 -0.7 -0.6
H -0.117 -0.419 1.575 1.3 0.7 -0.8
H 11.306 1.007 2.141 -0.4 -0.1 -1.4
H 4.019 6.532 -4.213 0.5 1.4 0.9
H 3.874 -3.716 0.551 0.2 1.6 0.7
H 5.474 6.884 0.991 0.1 -1.7 -0.8
H 4.254 -2.540 1.982 -0.2 -0.3 -1.5
H 5.058 7.862 -3.353 -1.4 -0.5 -0.2
H 6.270 -3.316 -0.483 -0.9 1.0 -1.0
H 1.560 5.901 0.170 0.5 -1.5 -0.6
H 1.709 -3.111 1.255 0.5 1.4 -0.2
H 8.452 -2.214 -1.016 -0.8 1.3 -0.1
H -15.629 -3.048 6.056 0.0 0.0 0.0
H 2.487 3.705 1.499 -1.4 -0.1 -1.0
H 6.970 6.114 2.647 -0.1 -1.3 -1.2
H -2.309 -3.398 2.115 0.0 0.0 0.0
H -5.429 -3.915 3.746 0.1 -0.2 0.1
H 1.676 -1.208 2.903 0.7 0.6 -1.5
H -3.339 -0.533 -1.151 -0.1 -0.1 -0.1
H 7.458 -1.010 -0.022 0.5 -0.5 -1.3
H -12.526 -0.873 7.147 0.0 -0.1 0.0
H -0.108 1.893 1.812 1.5 -0.3 -0.8
H -0.233 3.309 -0.992 0.9 -1.3 0.9
H -18.583 -6.138 7.346 0.0 -0.1 0.1
H 7.097 4.355 1.925 -0.1 1.4 -0.2
H -7.218 -1.721 3.804 -0.4 0.5 0.0
H 1.105 -0.966 -4.401 0.0 1.7 0.6
H -15.999 -6.435 9.770 0.0 0.0 0.0
H 4.007 0.498 -4.517 -0.6 0.9 -0.3

24
Properties=species:S:1:pos:R:3:forces:R:3 method="wB97M-V/def2-TZVPD" homo_lumo_gap_ev=9.5 smiles="C#CC1=N[C@@H]1OC(=O)c1cccc(C)c1" multiplicity=1 fmax_ev_per_a=4.9 de_lowest_ev=2.203 homo_ev=-9.5 charge=0
O -1.972 -0.048 2.300 0.9 -1.5 -1.0
O -1.676 -2.040 1.144 -0.5 -0.1 0.4
N -3.704 -0.305 3.995 -0.4 -0.2 1.6
C -5.793 2.301 2.389 -0.3 -0.5 0.5
C 2.317 -1.261 -1.937 0.8 2.1 -4.3
C -1.347 -0.918 1.387 0.2 1.1 -0.2
C -5.092 1.385 2.748 -0.8 1.4 -0.3
C 1.505 -0.499 -0.985 0.7 1.4 1.0
C 0.449 0.764 1.267 -1.4 1.3 0.9
C -3.210 -0.549 2.685 -0.9 -0.8 -3.0
C 0.291 -0.850 -0.496 -0.8 -1.5 1.8
C -4.196 0.380 3.056 -0.1 0.7 0.6
C -0.229 -0.248 0.683 0.3 -1.3 -0.9
C 2.091 0.693 -0.460 -0.4 -1.6 -0.5
C 1.529 1.302 0.623 1.8 2.4 0.6
H 1.983 2.257 1.021 -0.4 -1.3 -0.4
H 1.775 -1.547 -2.888 0.1 0.3 1.0
H 0.007 1.204 2.163 0.5 0.0 -0.2
H -3.600 -1.332 2.002 0.9 -0.2 1.1
H -6.554 3.047 2.226 0.5 -0.2 -0.1
H 3.052 -0.436 -2.360 -0.9 -2.1 0.7
H 2.844 -2.162 -1.720 0.4 -0.4 1.1
H -0.108 -1.837 -0.713 -0.3 0.2 -0.5
H 3.041 0.941 -0.899 0.2 0.7 0.1

20
Properties=species:S:1:pos:R:3:forces:R:3 method="wB97M-V/def2-TZVPD" homo_lumo_gap_ev=10.0 smiles=CCCNCCS multiplicity=1 fmax_ev_per_a=1.4 de_lowest_ev=0.667 homo_ev=-9.0 charge=0
S -0.060 -3.195 2.531 -0.3 -0.1 -0.2
N 0.030 -0.406 -0.482 -1.1 0.2 -0.7
C 0.931 2.332 -0.563 -1.2 0.3 -0.2
C -0.965 0.669 -0.719 0.5 0.0 -0.3
C -0.314 1.871 -1.381 1.3 0.4 0.3
C 0.509 -2.015 1.260 -0.1 0.1 0.0
C -0.548 -1.520 0.270 0.0 -0.4 1.1
H 1.344 -2.457 0.731 0.3 0.2 0.0
H -1.337 1.003 0.229 -0.3 0.1 0.7
H 0.582 2.294 0.472 0.8 -0.3 0.2
H -0.994 2.717 -1.380 -0.4 -0.1 -0.4
H 0.034 1.655 -2.395 -0.4 0.0 -0.1
H 0.981 -2.958 3.336 0.0 -0.1 0.1
H 0.794 -1.128 1.816 0.4 0.1 -0.1
H 1.204 3.377 -0.724 -0.2 0.0 -0.4
H -0.930 -2.332 -0.356 0.0 0.0 -0.1
H 0.150 -0.746 -1.427 0.7 -0.2 -0.1
H -1.817 0.302 -1.303 -0.1 0.0 0.0
H -1.381 -1.185 0.898 -0.1 0.2 -0.3
H 1.787 1.724 -0.812 0.2 -0.3 0.5

20
Properties=species:S:1:pos:R:3:forces:R:3 method="wB97M-V/def2-TZVPD" homo_lumo_gap_ev="5.3 / 7.0" multiplicity=3 fmax_ev_per_a=5.1 de_lowest_ev=1.196 homo_ev="-5.7 / -9.9" s2=2.03 charge=0
Br 0.259 -0.579 3.223 0.6 -0.2 -0.3
Br 1.356 0.447 -2.183 -0.1 -0.1 0.0
F -2.693 -2.492 -0.922 -0.6 -1.0 0.4
O 1.350 1.171 1.350 3.3 1.1 0.2
O -0.644 2.500 -1.626 2.7 4.3 -0.7
O -2.314 1.314 -1.119 -1.2 -0.5 0.5
N -1.137 1.466 -1.439 -1.8 -4.5 -0.1
C 2.695 1.038 1.946 1.9 0.5 -1.8
C -1.270 -1.222 0.472 1.4 0.8 3.1
C -0.277 -0.140 0.411 -3.1 -2.9 -0.6
C -1.124 -1.009 -1.930 -3.1 0.4 -0.7
C -0.412 0.218 -1.485 1.1 1.0 0.1
C -1.706 -1.683 -0.714 1.1 1.8 -1.8
C 0.558 0.174 1.453 -1.3 -0.8 0.4
H 2.606 0.858 2.952 -0.4 -0.2 2.4
H -0.480 -1.619 -2.492 1.2 -1.1 -0.4
H 3.424 0.281 1.558 -1.7 -0.4 -0.4
H -1.575 -1.734 1.447 0.3 1.0 -1.5
H -2.011 -0.876 -2.688 1.5 0.4 1.5
H 3.393 1.889 1.787 -1.6 0.4 0.0